Record 1
ORCA calculation (wB97M-V/def2-TZVPD) on a structure of composition C35H50N7Sc in a non-equilibrium geometry.

Properties
**Charge**: +2
**Gap between HOMO and LUMO**: 5.9 eV
**Energy relative to the best compared isomer or geometry (same formula, charge and spin)**: 1.67 kcal/mol

Last column: Mulliken charge in e.
Positions of all 93 atoms, in Å:
Sc 0.154000 0.185500 -0.233800  -0.55
C 3.470300 0.350300 0.688400  -1.06
C 2.735100 0.865000 1.924800  -0.82
N 1.485800 1.522700 1.508500  -0.02
C 0.552200 1.670900 2.631300  -1.11
C -0.056200 0.332400 2.965800  0.55
C -0.565100 0.060400 4.226300  -1.16
C -1.079100 -1.202000 4.482900  -0.74
C -1.013500 -2.158000 3.483900  -1.24
C -0.478400 -1.807600 2.250100  0.39
C -0.353300 -2.834200 1.152800  -1.31
N 0.207000 -2.268100 -0.080600  0.26
C 1.574500 -2.723600 -0.377700  -0.91
C 2.621700 -1.904000 0.367100  -0.89
N 2.572000 -0.509300 -0.102700  0.22
N -0.047800 -0.574500 1.982600  1.69
H 4.367600 -0.195300 1.006300  0.45
H 3.799000 1.192300 0.074200  0.37
H 3.386400 1.542200 2.490700  0.48
H 2.489300 0.020900 2.571500  0.39
H 1.744800 2.464400 1.211100  0.41
H -0.247000 2.368300 2.346100  0.28
H 1.046700 2.074800 3.527500  0.65
H -0.556600 0.821100 4.987900  0.58
H -1.503300 -1.439700 5.444800  0.48
H -1.362700 -3.161600 3.657000  0.61
H -1.346600 -3.254400 0.965100  0.54
H 0.260400 -3.665100 1.523800  0.57
H -0.363600 -2.604100 -0.855000  -0.23
H 1.732800 -2.601300 -1.454500  0.43
H 1.706400 -3.784700 -0.130200  0.51
H 3.609900 -2.351900 0.190900  0.57
H 2.429700 -1.929100 1.442500  0.31
H 2.938900 -0.536000 -1.057400  0.37
C -6.799900 2.084800 -1.312400  -1.64
C -6.449900 1.287200 -0.048200  1.80
C -7.304000 0.017900 -0.029000  -2.07
C -6.792700 2.126400 1.195200  -1.52
C -4.966300 1.001100 -0.006000  0.18
C -4.424700 -0.254600 0.265900  -1.10
C -3.053200 -0.413100 0.329200  -0.81
N -2.162200 0.563200 0.140300  0.72
C -2.669900 1.789500 -0.102800  -0.35
C -4.037300 2.025700 -0.184600  -0.58
C -1.692200 2.887400 -0.245800  0.25
C -2.082900 4.218300 -0.114100  -0.66
C -1.163600 5.262300 -0.211500  0.12
C 0.149000 4.872000 -0.477700  -1.44
C 0.464900 3.532400 -0.579300  -0.89
N -0.408600 2.529200 -0.447600  0.93
C -1.580500 6.704500 -0.027400  1.84
C -2.381700 6.858300 1.274100  -1.59
C -2.459300 7.117900 -1.219000  -1.56
C -0.368800 7.639300 0.034800  -2.12
H -7.874600 2.241700 -1.348500  0.48
H -6.505700 1.536200 -2.203900  0.39
H -6.323000 3.061100 -1.328900  0.35
H -8.349800 0.301100 -0.115000  0.45
H -7.191800 -0.534000 0.900800  0.38
H -7.066200 -0.631400 -0.867700  0.45
H -7.862200 2.317100 1.219100  0.44
H -6.278400 3.084300 1.184600  0.35
H -6.523700 1.594900 2.105600  0.38
H -5.054200 -1.113200 0.427500  0.52
H -2.647400 -1.385300 0.579300  0.66
H -4.392400 3.020700 -0.392000  0.57
H -3.114500 4.448400 0.091200  0.53
H 0.942500 5.589400 -0.586600  0.56
H 1.491700 3.257600 -0.783500  0.96
H -3.326400 6.324400 1.237000  0.36
H -2.600600 7.910200 1.435000  0.46
H -1.806500 6.496300 2.122300  0.36
H -3.372900 6.530500 -1.272700  0.34
H -1.919300 7.006100 -2.156500  0.40
H -2.733900 8.163300 -1.108600  0.45
H 0.330400 7.326800 0.808700  0.45
H -0.703900 8.644400 0.274900  0.45
H 0.147300 7.686900 -0.921700  0.40
C 1.657300 1.490700 -2.833400  -0.80
C 0.657100 0.459200 -3.225300  0.38
C 0.330500 0.124200 -4.533200  -1.33
C -0.633400 -0.872000 -4.453800  -0.96
C -0.858900 -1.102600 -3.099100  0.42
C -1.810400 -2.132800 -2.585400  -1.40
N -0.066400 -0.284400 -2.321800  1.29
H 2.525000 1.428500 -3.489500  0.55
H 1.969000 1.370600 -1.788800  -0.34
H 1.234200 2.487200 -2.972000  0.33
H 0.751700 0.549700 -5.422100  0.58
H -1.116400 -1.373200 -5.270000  0.58
H -2.628500 -2.235200 -3.297100  0.47
H -2.238200 -1.857800 -1.621400  0.17
H -1.332000 -3.117000 -2.522100  0.30

Cartesian forces (eV/Å) of the 3 atoms listed first:
Sc 0.3115 0.0258 -0.1451
C -0.0630 0.2819 0.3964
C 0.3141 -0.3309 -0.2860

***

Record 2
ORCA calculation (wB97M-V/def2-TZVPD) on a cluster of 9 separate species, C35H51N3O11 in total in a non-equilibrium geometry.

Properties
**Charge**: 0
**Gap between HOMO and LUMO**: 8.0 eV
**Structure (SMILES)**: c1cc[nH]c1.c1cc[nH]c1.c1cc[nH]c1.O=C1CCCO1.O=C1CCCO1.O=C1CCCO1.O=C1CCCO1.O=C1CCCO1.CC(C)=O

Last column: Mulliken charge in e.
Positions of all 100 atoms, in Å:
C 6.798430 -1.068810 14.620270  -0.53
C 7.356980 0.223850 14.577410  -0.22
C 7.481730 0.537180 13.243940  -0.71
N 7.068760 -0.604990 12.438390  -0.02
C 6.711250 -1.584030 13.269050  -0.52
H 6.693920 -1.676260 15.507120  0.47
H 7.702260 0.739270 15.461440  0.48
H 7.893790 1.363930 12.684390  0.42
H 7.231020 -0.728090 11.449140  0.22
H 6.426950 -2.582790 12.972300  0.42
C 10.233560 -3.301120 7.333050  -0.47
C 8.987670 -3.907860 7.604380  -0.37
C 8.642970 -4.753160 6.535850  -0.39
N 9.676050 -4.772110 5.663430  -0.02
C 10.704920 -3.976880 6.222880  -0.43
H 10.781520 -2.668170 8.015340  0.36
H 8.413150 -3.820660 8.514730  0.39
H 7.818070 -5.365880 6.203380  0.36
H 9.633560 -5.229740 4.764050  0.21
H 11.651300 -3.921400 5.705490  0.36
C 12.302270 0.198220 14.761420  -0.37
C 13.381940 0.845660 14.195300  -0.31
C 14.124420 1.486820 15.083740  -0.62
N 13.672950 1.106520 16.329610  -0.01
C 12.559640 0.268880 16.137670  -0.60
H 11.591260 -0.433930 14.250290  0.44
H 13.536090 0.695710 13.136930  0.36
H 15.000800 2.117880 15.093240  0.40
H 14.067660 1.174840 17.256780  0.22
H 11.951110 -0.165720 16.916920  0.49
O 4.114880 -9.011760 14.985830  -0.62
C 4.799360 -8.061870 15.441800  0.53
C 6.181670 -7.751030 14.887760  -0.34
C 6.542120 -6.487100 15.749390  -0.56
C 5.210810 -5.951770 16.212100  -0.42
O 4.508980 -7.206440 16.350200  -0.32
H 6.963690 -8.403630 15.275910  0.22
H 6.105670 -7.667700 13.803610  0.30
H 7.008580 -6.790030 16.686800  0.24
H 7.220170 -5.807810 15.232760  0.38
H 5.201850 -5.196990 16.998440  0.35
H 4.672780 -5.453300 15.405780  0.24
O 7.730410 -2.867570 19.653120  -0.66
C 8.792750 -3.451930 19.907770  0.54
C 9.451570 -3.491640 21.267600  -0.39
C 10.907490 -3.731200 20.846490  -0.48
C 10.804250 -4.577190 19.510760  -0.35
O 9.546660 -3.962300 18.983180  -0.33
H 9.144380 -2.626630 21.855390  0.32
H 8.898460 -4.377620 21.579370  0.23
H 11.193590 -2.749370 20.469300  0.21
H 11.634750 -4.184280 21.520220  0.38
H 11.582870 -4.368970 18.776940  0.25
H 10.498290 -5.622060 19.562870  0.28
O 3.013960 -1.580780 9.103940  -0.57
C 1.868550 -1.323040 9.448010  0.55
C 1.556940 -0.482080 10.671870  -0.42
C 0.187780 -1.064900 11.193750  -0.51
C -0.351340 -1.717910 9.979080  -0.38
O 0.725760 -1.938990 9.019210  -0.36
H 2.406750 -0.484650 11.354450  0.31
H 1.368980 0.548800 10.371780  0.22
H 0.457600 -1.800580 11.951420  0.27
H -0.557260 -0.351290 11.545580  0.32
H -0.880850 -2.617080 10.294050  0.28
H -0.983990 -1.069460 9.372970  0.30
O 11.759080 6.700260 16.681530  -0.60
C 10.837850 6.406460 15.914540  0.50
C 10.437010 7.228830 14.655040  -0.43
C 9.284380 6.476980 14.117770  -0.45
C 8.856190 5.546310 15.219840  -0.22
O 9.849960 5.595270 16.221540  -0.33
H 10.039500 8.198800 14.953800  0.24
H 11.322240 7.323800 14.026190  0.29
H 8.449020 7.155130 13.943440  0.23
H 9.456250 5.890740 13.215060  0.29
H 7.925670 5.854070 15.696840  0.28
H 8.664470 4.600190 14.713670  0.20
O 4.187290 4.372690 9.428610  -0.62
C 3.891440 4.844790 10.550640  0.52
C 4.628200 5.996460 11.220640  -0.31
C 3.551720 6.510320 12.113810  -0.55
C 2.908840 5.173160 12.454100  -0.44
O 2.890740 4.406620 11.328940  -0.29
H 5.403830 5.479740 11.785870  0.14
H 5.062230 6.699740 10.509920  0.31
H 3.793450 7.067190 13.019100  0.33
H 2.931940 7.164490 11.500590  0.27
H 3.331780 4.678480 13.328470  0.33
H 1.880420 5.493620 12.620660  0.30
C 11.569350 3.370620 20.296210  -0.94
C 10.367740 2.532800 20.848790  0.73
C 9.101180 2.727340 20.068030  -0.83
O 10.396400 1.578020 21.673880  -0.60
H 12.453470 2.811070 19.990680  0.25
H 11.982050 3.985880 21.095730  0.33
H 11.270730 4.057800 19.504560  0.27
H 8.613640 3.654560 20.369150  0.27
H 8.395830 1.904760 20.186090  0.30
H 9.607750 2.762860 19.103550  0.23

Cartesian forces (eV/Å) of the 3 atoms listed first:
C 0.3461 -1.9136 -2.0857
C -0.2967 -0.5730 -1.0105
C -0.0151 -1.2615 -1.9166

***

no.,highest occupied orbital energy (eV),LUMO level (eV),E (eV)
1,-11.61,-5.6830,-68230.86114
2,-7.98,0.0680,-64109.44060